[1]
{
  "formula": "C19H34IrN4O4SSiTe4",
  "method": "ωB97M-V/def2-TZVPD",
  "fmax_ev_per_a": 3.417,
  "total_charge": -1,
  "multiplicity": 5,
  "homo_energy_ev": [-3.5, -4.5],
  "orbital_gap_ha": [0.2081, 0.1968],
  "energy_ha": -3128.65428,
  "e_lumo_ev": [2.21, 0.89],
  "de_lowest_kcal_mol": 6.7,
  "elements": ["Ir", "N", "C", "S", "N", "N", "C", "C", "C", "C", "C", "C", "N", "H", "H", "H", "H", "H", "H", "H", "Te", "Te", "Te", "Te", "C", "C", "C", "C", "O", "Si", "O", "O", "C", "C", "C", "C", "O", "C", "C", "C", "C", "H", "H", "H", "H", "H", "H", "H", "H", "H", "H", "H", "H", "H", "H", "H", "H", "H", "H", "H", "H", "H", "H", "H", "H", "H", "H", "H"],
  "positions_angstrom": [[-0.12369, -2.37214, 1.50726], [2.70202, -4.96489, 3.54153], [1.61105, -4.34343, 2.99582], [1.96365, -2.87214, 2.02766], [0.41916, -4.79700, 3.14912], [-0.58540, -4.04092, 2.51588], [-1.35520, -3.27156, 3.33300], [-2.11737, -2.19310, 2.75223], [-2.71973, -1.18208, 3.55502], [-3.42414, -0.18875, 2.94422], [-3.57531, -0.18510, 1.54164], [-2.93261, -1.14968, 0.81286], [-2.22013, -2.14220, 1.37107], [3.58619, -4.80464, 3.09157], [2.54743, -5.90017, 3.88067], [-1.27955, -3.38037, 4.40916], [-2.56813, -1.21609, 4.62581], [-3.85737, 0.60623, 3.53886], [-4.12952, 0.58966, 1.03313], [-2.93981, -1.13719, -0.26994], [2.28134, -4.03524, -2.83050], [3.49829, -4.75109, -5.09928], [0.70711, -5.69282, -0.68150], [1.04457, -3.13026, -0.42090], [3.50013, 2.25589, -0.93317], [2.64819, 1.41980, 0.01622], [2.48145, 2.13645, 1.35524], [3.29444, 0.05568, 0.23530], [1.39145, 1.25261, -0.62530], [-0.04840, 0.66621, -0.09700], [0.03092, -0.33885, 1.13327], [-0.98072, 1.89474, 0.52185], [-1.38377, 3.14937, -0.00292], [-0.32606, 3.79235, -0.89867], [-2.67919, 2.95405, -0.79287], [-1.63698, 4.04365, 1.20520], [-0.77853, 0.01099, -1.41412], [-0.55641, -0.18465, -2.80910], [-1.19830, 0.95544, -3.59697], [-1.26852, -1.49096, -3.18169], [0.93446, -0.25046, -3.16984], [4.48076, 2.44953, -0.49347], [3.00477, 3.20918, -1.12856], [3.62864, 1.72873, -1.87954], [3.42267, 2.14828, 1.90745], [1.72151, 1.63114, 1.95505], [2.15769, 3.16821, 1.19766], [4.24467, 0.14661, 0.76582], [3.46976, -0.45116, -0.71528], [2.62608, -0.53917, 0.85707], [-0.16206, 3.19472, -1.79494], [0.62426, 3.86696, -0.37029], [-0.64734, 4.79427, -1.19077], [-2.55478, 2.12586, -1.48861], [-2.93709, 3.85571, -1.35346], [-3.50033, 2.71581, -0.11403], [-0.70989, 4.19100, 1.76219], [-2.36475, 3.57108, 1.86649], [-2.01994, 5.01968, 0.89658], [-2.26535, 1.02981, -3.38298], [-1.06520, 0.75382, -4.66287], [-0.72238, 1.90890, -3.36528], [-2.33859, -1.32723, -3.32867], [-1.15589, -2.21933, -2.37684], [-0.83619, -1.93273, -4.07898], [1.32701, 0.74669, -3.37451], [1.10029, -0.89216, -4.03418], [1.51464, -0.66155, -2.34489]],
  "forces_ev_per_angstrom": [[-1.05, 0.84, 0.58], [-0.03, -0.06, 0.29], [-0.61, 0.32, -0.81], [2.01, -0.17, 2.70], [0.10, -0.10, 0.36], [0.11, 0.51, 0.31], [0.00, 0.01, -0.18], [-0.81, -0.40, 0.31], [0.00, -0.29, -0.05], [-0.06, -0.02, -0.03], [-0.12, 0.00, 0.04], [0.13, -0.11, -0.01], [-0.16, 0.26, 0.73], [-0.04, 0.02, -0.08], [-0.04, -0.02, -0.08], [-0.01, 0.07, 0.01], [-0.03, 0.09, 0.01], [-0.02, 0.00, -0.02], [0.00, 0.01, 0.03], [0.09, 0.03, -0.01], [1.61, -0.62, -2.95], [-0.22, 0.09, 0.39], [-0.33, -0.69, 0.32], [-0.62, 0.33, -1.74], [-0.10, 0.02, 0.06], [0.27, 0.01, 0.08], [-0.21, 0.04, -0.04], [-0.15, 0.00, 0.13], [0.01, 0.11, -0.21], [-0.33, -0.16, 0.61], [0.37, -0.16, -0.32], [0.25, 0.14, -0.34], [-0.13, 0.01, -0.01], [0.05, -0.12, 0.08], [0.03, -0.01, 0.05], [0.01, 0.06, 0.02], [-0.13, 0.26, -0.07], [-0.02, -0.07, -0.22], [0.07, -0.05, -0.01], [0.08, -0.15, 0.24], [0.05, -0.03, 0.25], [0.01, 0.00, -0.03], [0.03, 0.01, -0.02], [0.02, 0.01, 0.00], [0.01, 0.01, -0.01], [0.07, -0.05, 0.04], [0.00, -0.01, 0.02], [0.03, 0.05, -0.06], [-0.06, -0.04, 0.00], [0.02, -0.09, -0.03], [0.04, 0.04, -0.01], [0.00, 0.02, -0.01], [-0.01, -0.02, -0.03], [-0.02, 0.02, -0.02], [-0.03, 0.00, 0.02], [0.00, -0.03, -0.02], [0.00, -0.01, 0.00], [0.01, -0.01, 0.00], [-0.01, -0.01, 0.00], [0.00, -0.04, -0.01], [-0.05, 0.07, -0.02], [0.00, -0.01, -0.01], [0.01, 0.01, -0.01], [0.08, 0.00, -0.01], [-0.13, 0.06, -0.10], [0.05, -0.02, 0.04], [-0.04, 0.09, -0.10], [-0.02, -0.08, -0.02]],
  "lowdin_spin": [0.113, 0.009, 0.030, 0.133, 0.053, 0.301, 0.141, 0.050, 0.059, 0.020, 0.095, 0.003, 0.126, 0.001, 0.000, 0.008, 0.002, -0.001, 0.006, -0.002, 0.781, 0.814, 0.618, 0.550, 0.000, 0.000, 0.000, 0.002, 0.000, 0.003, 0.017, 0.002, 0.000, 0.000, 0.000, 0.000, 0.004, 0.002, 0.000, 0.015, 0.010, 0.000, 0.000, 0.000, 0.000, 0.000, 0.000, 0.000, 0.001, 0.001, 0.000, 0.000, 0.000, 0.000, 0.000, 0.000, 0.000, 0.000, 0.000, 0.000, 0.000, 0.000, 0.001, 0.018, 0.001, 0.000, 0.005, 0.006]
}

***

[2]
{
  "formula": "C19H35As3SnTe",
  "method": "ωB97M-V/def2-TZVPD",
  "fmax_ev_per_a": 0.272,
  "total_charge": 2,
  "homo_energy_ev": -13.3,
  "orbital_gap_ha": 0.2456,
  "energy_ha": -7934.02895,
  "e_lumo_ev": -6.60,
  "elements": ["Sn", "C", "As", "C", "C", "C", "C", "C", "As", "C", "C", "C", "As", "C", "C", "H", "H", "H", "H", "H", "H", "H", "H", "H", "H", "H", "H", "H", "H", "H", "H", "H", "H", "H", "H", "H", "H", "H", "H", "H", "H", "H", "C", "Te", "C", "C", "C", "C", "C", "C", "C", "H", "H", "H", "H", "H", "H", "H", "H"],
  "positions_angstrom": [[0.06650, -0.01734, 0.51175], [-2.16448, -2.79030, -0.46262], [-0.77521, -1.80146, -1.37552], [-1.51686, -1.56008, -3.14371], [0.62354, -3.16026, -1.46620], [1.97964, -2.82833, -2.10879], [1.78684, -2.09420, -3.44094], [2.88994, -1.99581, -1.19022], [2.44380, -0.14088, -0.79380], [2.94424, 0.90818, -2.34048], [3.82121, 0.30928, 0.48365], [2.69227, -4.16432, -2.41351], [3.13345, -5.63648, -1.13582], [1.33983, -6.39036, -0.86367], [3.28706, -4.80098, 0.63784], [-2.53008, -3.57501, -1.12266], [-2.98761, -2.13148, -0.19831], [-1.75857, -3.23778, 0.44168], [-1.38984, -2.49128, -3.69325], [-1.03129, -0.74872, -3.67556], [-2.57616, -1.34561, -3.02620], [0.14536, -3.97796, -2.00779], [0.75314, -3.49803, -0.43763], [1.29198, -1.12718, -3.30719], [1.18135, -2.68554, -4.12913], [2.74756, -1.91124, -3.92393], [3.88593, -1.92567, -1.63561], [3.00654, -2.46586, -0.21748], [3.82392, 0.44555, -2.78355], [3.19653, 1.91183, -2.00558], [2.14654, 0.95241, -3.07467], [4.79612, 0.12615, 0.03574], [3.70802, -0.30732, 1.37297], [3.74644, 1.35770, 0.76396], [3.64056, -3.93702, -2.90792], [2.09841, -4.70277, -3.15985], [0.86736, -6.59036, -1.82609], [0.69242, -5.75716, -0.25803], [1.45899, -7.34418, -0.35132], [4.15084, -4.13976, 0.69713], [3.46271, -5.62582, 1.32896], [2.38174, -4.28360, 0.96321], [0.24466, 3.26939, -2.11707], [-0.46136, 2.76819, -0.15532], [-2.38717, 3.13717, -1.03246], [-2.06145, 4.22838, -2.02316], [-3.02033, 5.15916, -2.40077], [-2.70023, 6.13693, -3.33173], [-1.42336, 6.19626, -3.87221], [-0.45656, 5.27940, -3.48351], [-0.77526, 4.29111, -2.56264], [0.24252, 2.36570, -2.72322], [1.25347, 3.66848, -2.04848], [-3.07328, 3.44715, -0.24876], [-2.74264, 2.21596, -1.48993], [-4.01354, 5.12537, -1.96862], [-3.44676, 6.86465, -3.62103], [-1.17180, 6.96953, -4.58581], [0.54549, 5.34201, -3.89278]],
  "forces_ev_per_angstrom": [[-0.04, -0.20, 0.18], [0.01, -0.02, -0.04], [-0.05, 0.06, 0.11], [0.02, 0.07, 0.00], [0.06, 0.16, -0.01], [-0.04, -0.01, -0.06], [-0.04, -0.05, 0.05], [-0.09, -0.04, -0.08], [0.08, 0.05, 0.05], [-0.04, 0.05, 0.01], [0.00, -0.01, 0.03], [0.06, 0.03, -0.01], [0.00, -0.07, 0.01], [-0.01, -0.02, 0.00], [-0.03, 0.01, 0.00], [0.00, -0.04, 0.00], [-0.03, 0.04, -0.01], [0.01, -0.01, 0.04], [-0.04, 0.00, -0.02], [0.01, 0.01, -0.04], [-0.05, 0.02, -0.04], [0.02, -0.07, -0.04], [0.03, -0.06, 0.05], [-0.02, 0.01, -0.02], [0.01, 0.00, 0.00], [0.01, -0.01, 0.00], [0.03, -0.05, -0.01], [0.00, -0.08, 0.08], [0.04, 0.01, -0.03], [0.01, 0.03, 0.00], [0.01, 0.00, -0.03], [0.03, -0.01, -0.01], [0.01, -0.01, 0.02], [-0.01, 0.03, -0.01], [0.00, 0.02, 0.02], [0.02, 0.06, -0.05], [0.02, 0.00, 0.01], [-0.02, -0.01, 0.00], [-0.01, 0.01, 0.00], [0.00, -0.01, 0.00], [-0.01, 0.02, 0.01], [0.03, 0.03, 0.00], [-0.10, 0.03, 0.03], [0.11, 0.18, -0.14], [0.05, -0.09, 0.05], [0.00, -0.01, 0.00], [-0.01, -0.02, -0.03], [0.00, 0.01, 0.00], [0.01, 0.00, 0.00], [0.01, 0.01, -0.03], [-0.02, -0.03, 0.03], [0.01, -0.02, -0.05], [-0.01, 0.03, 0.00], [0.01, 0.02, 0.00], [-0.03, 0.00, -0.03], [0.04, 0.00, -0.01], [0.02, -0.01, 0.00], [-0.01, -0.01, 0.02], [-0.04, 0.00, 0.02]],
  "lowdin_charge": [0.529, -0.270, 0.956, -0.252, -0.327, -0.657, -0.069, -0.311, 0.956, -0.256, -0.259, -0.376, 1.163, -0.343, -0.354, 0.054, 0.042, 0.043, 0.052, 0.028, 0.044, 0.093, 0.063, 0.039, 0.100, 0.103, 0.105, 0.050, 0.055, 0.040, 0.019, 0.055, 0.045, 0.044, 0.069, 0.074, 0.024, 0.005, 0.026, 0.017, 0.029, 0.008, -0.382, 1.268, -0.350, -0.309, -0.017, -0.042, -0.043, -0.021, -0.308, 0.054, 0.064, 0.073, 0.068, 0.126, 0.120, 0.120, 0.124]
}